Entry from the Open Molecules 2025 dataset: a structure of composition C11H18Cl2N2O2PW at a distorted geometry (ωB97M-V/def2-TZVPD).

CARTESIAN COORDINATES (ANGSTROEM)
Cl1 3.500 0.087 -0.351
H1 -1.715 1.742 3.933
H2 -2.126 -3.056 -0.436
C1 -0.576 0.916 2.344
H3 -0.469 3.083 -1.560
C2 1.889 1.830 -2.934
H4 -0.985 1.580 1.590
C3 -0.997 0.970 3.659
Cl2 1.309 2.598 0.493
W1 1.307 0.312 -0.073
C4 -0.832 2.179 -2.060
H5 -1.151 2.415 -3.085
C5 0.061 -1.418 -0.258
C6 -0.050 -0.273 -3.378
H6 1.418 -2.354 1.461
H7 0.793 -1.695 4.787
O1 0.462 -2.601 -0.109
H8 2.804 1.232 -2.873
H9 1.636 2.000 -3.989
C7 -1.380 -1.055 -0.422
H10 -0.816 0.098 5.636
C8 -0.506 0.048 4.593
H11 -1.126 -0.456 -3.269
N1 1.665 -1.868 2.337
N2 0.375 0.034 1.909
H12 -1.812 -2.391 -2.045
C9 0.373 -0.920 4.148
H13 0.147 0.140 -4.379
H14 1.958 -2.527 3.053
H15 0.494 -1.221 -3.267
H16 2.051 2.795 -2.437
P1 0.507 0.949 -2.153
H17 -1.672 1.760 -1.491
C10 0.766 -0.934 2.791
H18 -3.247 -1.859 -1.123
C11 -2.200 -2.151 -1.047
O2 -1.856 0.010 0.005

Computed properties:
Orbital gap (alpha / beta): 7.05 / 5.04 eV
2S+1: 3
Largest force on an atom: 4.8 eV Å⁻¹
HOMO energy (alpha / beta): -19.9 / -19.9 eV
Charge: +3
⟨S²⟩: 2.04
ΔE to the lowest compared entry with this formula, charge and spin: 5.30 kcal per mole



Entry from the Open Molecules 2025 dataset: a structure of composition C11H18ClCoNiO3S at a distorted geometry (ωB97M-V/def2-TZVPD).

CARTESIAN COORDINATES (ANGSTROEM)
H1 1.754 3.048 -0.176
Co1 -1.549 -1.574 -0.353
H2 -3.152 -3.516 -4.275
H3 -0.858 0.221 -2.473
C1 2.698 1.295 3.144
H4 -0.929 -2.450 -3.081
C2 -0.580 -2.284 -2.028
H5 -0.239 -3.256 -1.653
C3 -3.216 -3.496 -3.175
C4 3.273 2.793 1.339
C5 3.620 2.169 2.545
H6 0.283 -1.605 -2.107
Cl1 -1.486 -2.786 1.527
O1 -0.574 -0.055 0.651
H7 -2.510 0.676 -1.877
O2 -1.449 2.045 1.530
H8 3.983 3.464 0.855
H9 -4.266 -3.547 -2.843
S1 -0.489 1.439 0.642
C6 4.958 2.455 3.160
C7 -3.819 -1.317 -1.336
C8 1.457 1.058 2.564
O3 -0.358 1.999 -0.694
H10 -2.639 -4.338 -2.747
C9 -1.825 -0.164 -2.098
H11 5.090 1.878 4.081
H12 -4.473 -2.171 -1.133
H13 -3.647 -0.734 -0.408
C10 2.036 2.571 0.752
H14 5.778 2.203 2.475
H15 -4.327 -0.619 -2.031
H16 5.064 3.521 3.409
Ni1 -2.477 -1.822 -2.674
H17 2.984 0.808 4.079
H18 0.757 0.380 3.033
C11 1.125 1.712 1.374

Computed properties:
Orbital gap (alpha / beta): 2.87 / 5.55 eV
2S+1: 7
Largest force on an atom: 4.1 eV Å⁻¹
HOMO energy (alpha / beta): 1.5 / -1.2 eV
Charge: -2
⟨S²⟩: 12.02



Entry from the Open Molecules 2025 dataset: the molecule C11H18ClNO at a distorted geometry (ωB97M-V/def2-TZVPD).

CARTESIAN COORDINATES (ANGSTROEM)
H1 1.977 -1.949 1.086
H2 2.345 1.435 -0.893
H3 -2.714 1.862 1.568
C1 2.550 -0.603 -1.291
H4 1.247 0.172 2.369
H5 -3.433 0.033 -1.850
H6 0.994 0.629 -1.890
H7 -4.994 1.120 -0.265
C2 -2.722 1.574 0.458
C3 1.588 0.569 -1.020
C4 -2.024 -0.699 -0.591
H8 4.503 -0.471 0.039
H9 -1.376 -0.744 -1.503
C5 1.797 0.131 1.369
H10 -4.163 0.170 0.994
Cl1 -1.810 -2.113 0.470
H11 3.079 -0.389 -2.233
H12 -2.710 2.504 -0.134
C6 0.799 0.203 0.208
H13 0.235 -0.748 -0.095
C7 -1.447 0.857 0.142
H14 3.271 -1.404 1.908
H15 2.010 -1.572 -1.386
C8 -3.436 -0.316 -0.813
H16 3.839 -1.994 -0.221
H17 2.466 1.060 1.449
C9 3.558 -1.006 -0.080
C10 -3.995 0.706 0.130
H18 -4.013 -1.213 -0.743
N1 -0.236 1.089 0.530
C11 2.652 -1.084 1.179
O1 0.163 2.191 1.107

Computed properties:
Orbital gap: 9.09 eV
2S+1: 1
Largest force on an atom: 4.9 eV Å⁻¹
HOMO energy: -8.4 eV
SMILES: [O-]/[N+](=C1\CCC[C@@H]1Cl)C1CCCCC1
Charge: 0
ΔE to the lowest compared entry with this formula, charge and spin: 89.41 kcal per mole



Entry from the Open Molecules 2025 dataset: a structure of composition C11H18F9I2O2P2Tl at a distorted geometry (ωB97M-V/def2-TZVPD).

CARTESIAN COORDINATES (ANGSTROEM)
H1 3.761 0.848 -3.076
I1 -0.063 3.135 -4.336
H2 3.630 -0.923 -2.974
C1 3.867 -0.015 -2.403
F1 -2.406 0.022 2.535
Tl1 -0.037 1.620 -1.871
F2 2.448 -0.010 2.551
C2 0.023 0.034 2.220
H3 3.747 2.211 -0.517
H4 -3.090 -2.133 -1.034
H5 4.838 -0.042 -1.892
C3 0.014 1.625 2.484
O1 0.082 -2.530 -2.722
H6 -2.877 1.580 0.838
H7 -3.745 0.887 -3.094
P1 2.620 0.126 -1.079
P2 -2.645 0.155 -1.074
F3 -1.225 -0.452 4.301
H8 3.837 -1.302 0.395
H9 3.041 -2.174 -1.023
H10 -3.624 -0.883 -2.984
C4 -1.247 -0.575 2.941
H11 -4.482 0.768 0.360
H12 -2.136 -1.676 0.443
H13 2.829 1.552 0.836
C5 -3.868 0.027 -2.421
O2 0.054 -0.189 0.933
I2 -0.057 -0.732 -5.534
F4 -0.033 1.868 3.836
F5 1.116 2.266 1.974
C6 2.920 -1.447 -0.208
H14 -3.784 2.244 -0.516
C7 -3.565 1.311 0.024
F6 -1.058 2.257 1.900
H15 -3.892 -1.271 0.388
H16 4.436 0.736 0.368
C8 1.278 -0.569 2.974
F7 -1.370 -1.906 2.653
H17 2.074 -1.682 0.446
C9 3.523 1.282 0.028
F8 1.378 -1.912 2.733
H18 -4.852 0.005 -1.936
C10 0.267 -2.323 -1.584
C11 -2.971 -1.415 -0.211
F9 1.247 -0.399 4.330

Computed properties:
Orbital gap (alpha / beta): 3.37 / 3.76 eV
2S+1: 1
Largest force on an atom: 4.9 eV Å⁻¹
HOMO energy (alpha / beta): -14.8 / -14.8 eV
Charge: +2



Entry from the Open Molecules 2025 dataset: a structure of composition C11H18N at a distorted geometry (ωB97M-V/def2-TZVPD).

CARTESIAN COORDINATES (ANGSTROEM)
C1 -2.360 -0.378 -1.031
H1 2.267 0.345 -3.159
C2 -0.411 1.289 0.368
H2 -2.056 -2.867 0.017
C3 -1.214 -2.121 0.242
C4 1.966 -1.573 -0.030
H3 -3.325 -0.627 -0.407
H4 2.500 -0.456 2.170
N1 0.016 -0.044 -0.136
H5 -0.449 -2.672 0.759
H6 0.451 2.321 -1.226
H7 -0.395 3.341 0.220
H8 -0.356 0.451 -2.627
C5 1.805 0.266 -2.210
H9 2.534 0.033 -1.412
H10 2.786 -1.937 0.623
H11 -2.291 1.495 1.459
H12 -2.231 0.696 -1.135
C6 1.488 -0.141 1.865
H13 0.746 -0.222 2.634
H14 -2.493 -0.992 -1.906
C7 -1.127 -0.969 -0.311
C8 1.208 -0.595 0.473
H15 1.771 0.864 1.789
H16 2.109 -2.117 -0.984
C9 -1.217 1.310 1.670
H17 -0.965 2.218 2.381
C10 0.514 0.348 -1.995
C11 -0.142 2.362 -0.266
H18 -1.127 0.373 2.165

Computed properties:
Orbital gap: 9.79 eV
2S+1: 1
Largest force on an atom: 4.7 eV Å⁻¹
HOMO energy: -13.5 eV
Charge: +1
ΔE to the lowest compared entry with this formula, charge and spin: 138.46 kcal per mole



Entry from the Open Molecules 2025 dataset: a cluster of 2 separate species, C11H18N in total at a distorted geometry (ωB97M-V/def2-TZVPD).

CARTESIAN COORDINATES (ANGSTROEM)
C1 0.922 0.221 0.848
H1 -1.744 -2.020 -2.454
H2 3.534 2.445 0.435
C2 0.089 -0.693 0.186
H3 1.343 -0.448 -2.479
C3 -2.248 0.794 2.064
C4 2.656 1.937 2.336
C5 0.813 0.285 2.240
H4 1.578 1.273 4.053
H5 -0.026 1.069 -1.920
H6 3.356 2.516 2.941
H7 2.113 0.895 -0.765
H8 -0.832 0.022 -2.982
C6 -0.756 0.354 -1.861
C7 1.642 1.172 3.003
H9 -1.706 1.503 1.448
H10 -2.186 -1.550 -0.748
C8 -1.320 -1.946 -1.311
C9 1.878 1.111 0.226
H11 -1.870 -0.203 2.163
C10 2.694 1.955 0.933
H12 -3.128 1.218 2.548
H13 -0.919 -2.974 -1.153
H14 1.681 -1.904 -1.456
H15 -0.519 -1.243 0.871
C11 0.947 -1.358 -1.941
H16 0.619 -1.873 -2.749
H17 -0.118 -0.088 2.557
H18 -1.634 0.848 -1.330
N1 -0.249 -0.945 -1.250

Computed properties:
Orbital gap (alpha / beta): 7.38 / 8.12 eV
2S+1: 1
Largest force on an atom: 4.0 eV Å⁻¹
HOMO energy (alpha / beta): -12.0 / -11.3 eV
Charge: +1
ΔE to the lowest compared entry with this formula, charge and spin: 135.96 kcal per mole